Here is a single C22H27N3OS molecule in a non-equilibrium geometry from the OMol25 dataset. Energies are from ωB97M-V with the def2-TZVPD basis set.

Each line ends with the Mulliken charge.
CARTESIAN COORDINATES (ANGSTROEM)
1 C 4.3209 3.5593 4.8093  -1.44
2 C 3.7032 3.2154 3.4628  -0.23
3 O 2.3928 2.7418 3.6994  -0.43
4 C 1.6286 2.3697 2.6353  0.60
5 C 0.3431 1.9166 2.9358  -0.55
6 C -0.5028 1.5051 1.9332  -0.78
7 C -0.1014 1.5288 0.5949  1.01
8 N -1.0399 1.0735 -0.3377  -0.05
9 C -0.9277 0.7231 -1.6466  0.35
10 S 0.3627 1.1447 -2.5990  -0.39
11 N -1.9646 0.0291 -2.1910  0.20
12 C -1.8134 -0.3437 -3.5900  -0.74
13 C -2.8565 -1.3481 -4.0864  -1.17
14 N -3.3115 -2.2747 -3.0799  0.17
15 C -2.3723 -3.3150 -2.6530  -1.43
16 C -1.5246 -2.9691 -1.4629  -0.02
17 C -0.2772 -2.5071 -1.5253  -0.39
18 C 0.5320 -2.0299 -0.4120  0.75
19 C 1.7914 -1.4918 -0.6829  -0.36
20 C 2.5824 -0.9869 0.3301  -0.65
21 C 2.1351 -1.0100 1.6398  -0.33
22 C 0.8874 -1.5380 1.9257  -0.82
23 C 0.0945 -2.0419 0.9137  -0.27
24 C -3.9535 -1.5233 -2.0363  -1.31
25 C -3.0649 -0.4442 -1.3679  -0.57
26 C 1.1709 1.9955 0.2977  -0.93
27 C 2.0257 2.4077 1.3054  -0.41
28 H 4.3474 2.6764 5.4421  0.33
29 H 5.3325 3.9293 4.6687  0.42
30 H 3.7267 4.3220 5.3050  0.33
31 H 3.6726 4.1070 2.8211  0.34
32 H 4.2992 2.4416 2.9583  0.33
33 H 0.0323 1.8931 3.9683  0.42
34 H -1.4935 1.1526 2.1890  0.32
35 H -1.9224 0.8591 0.1041  0.13
36 H -0.8107 -0.7675 -3.7085  0.45
37 H -1.8460 0.5648 -4.2034  0.58
38 H -2.4381 -1.9029 -4.9281  0.38
39 H -3.7450 -0.8177 -4.4450  0.33
40 H -1.7442 -3.5570 -3.5120  0.45
41 H -2.9798 -4.1967 -2.4121  0.29
42 H -2.0178 -3.0859 -0.5071  0.51
43 H 0.2042 -2.4312 -2.4931  0.27
44 H 2.1427 -1.4567 -1.7039  0.37
45 H 3.5504 -0.5698 0.0953  0.42
46 H 2.7490 -0.6146 2.4349  0.40
47 H 0.5307 -1.5543 2.9454  0.41
48 H -0.8728 -2.4546 1.1619  0.34
49 H -4.3148 -2.2084 -1.2670  0.39
50 H -4.8253 -1.0387 -2.4884  0.33
51 H -2.6430 -0.8747 -0.4517  0.28
52 H -3.7089 0.4042 -1.0906  0.74
53 H 1.5078 2.0352 -0.7228  0.21
54 H 3.0066 2.7588 1.0276  0.42

Results
**SMILES**: CCOc1ccc(NC(=S)N2CCN(C/C=C/c3ccccc3)CC2)cc1
**Highest occupied orbital energy**: -0.2807 Eh
**Multiplicity**: 1
**Gap between HOMO and LUMO**: 8.22 eV